{
  "formula": "C28H53Br2N7O2",
  "method": "the ωB97M-V functional and the def2-TZVPD basis",
  "species": ["C", "N", "C", "C", "O", "H", "H", "H", "H", "H", "H", "H", "C", "N", "C", "C", "O", "H", "H", "H", "H", "H", "H", "H", "Br", "C", "C", "Br", "H", "H", "H", "H", "C", "C", "C", "C", "N", "H", "H", "H", "H", "H", "H", "H", "C", "C", "C", "C", "N", "H", "H", "H", "H", "H", "H", "H", "C", "C", "C", "C", "N", "H", "H", "H", "H", "H", "H", "H", "C", "C", "C", "C", "N", "H", "H", "H", "H", "H", "H", "H", "C", "C", "C", "C", "N", "H", "H", "H", "H", "H", "H", "H"],
  "xyz": [[0.4152, 0.7462, 4.2413], [-0.5427, -0.2787, 4.5699], [-1.2053, -0.9563, 3.4844], [-0.7902, -0.6520, 5.8419], [-1.6214, -1.4590, 6.2056], [0.8938, 1.1493, 5.1308], [0.0096, 1.5547, 3.6285], [1.2075, 0.3178, 3.6145], [-1.7549, -1.8186, 3.8595], [-1.9408, -0.3725, 2.9285], [-0.5081, -1.4119, 2.7785], [-0.1362, -0.1244, 6.5580], [-2.7410, 0.9410, -3.5827], [-3.6577, 0.8055, -2.4770], [-4.9770, 0.3033, -2.8232], [-3.2924, 1.0023, -1.2036], [-4.0353, 0.7932, -0.2553], [-1.7718, 1.2714, -3.2196], [-3.1211, 1.6346, -4.3424], [-2.6859, 0.0026, -4.1478], [-5.3681, 0.7816, -3.7186], [-4.8746, -0.7519, -3.1091], [-5.6115, 0.3099, -1.9443], [-2.2630, 1.3790, -1.1357], [-1.1770, -1.8143, -0.0014], [0.0214, -0.2597, 0.0965], [1.3705, -0.7062, 0.6057], [2.4002, 0.9339, 0.9803], [-0.3924, 0.5879, 0.6457], [0.0582, 0.1394, -0.9175], [1.8607, -1.3436, -0.1299], [1.2792, -1.3309, 1.4924], [-3.3957, 6.0572, 0.9767], [-4.2096, 4.9104, 0.3989], [-4.0378, 3.5631, 1.0992], [-2.6421, 3.1302, 1.1208], [-1.5349, 2.8262, 1.2076], [-3.5681, 6.1252, 2.0541], [-3.6867, 7.0259, 0.5702], [-2.3251, 5.9498, 0.8037], [-3.9558, 4.7507, -0.6558], [-5.2800, 5.1220, 0.3612], [-4.6268, 2.7330, 0.7176], [-4.2484, 3.7173, 2.1659], [0.3271, 6.6010, -2.6601], [1.5755, 6.1330, -1.9353], [1.2746, 5.0460, -0.8986], [0.5021, 3.8854, -1.3616], [-0.0899, 2.9846, -1.7501], [0.5591, 7.5224, -3.1965], [-0.4846, 6.7774, -1.9531], [0.0407, 5.8444, -3.3907], [2.0572, 6.9499, -1.3940], [2.2964, 5.8234, -2.6956], [0.7338, 5.4658, -0.0491], [2.2228, 4.6583, -0.5169], [-1.2032, -4.6305, 3.8262], [-1.5848, -4.7585, 2.3310], [-0.4400, -5.3169, 1.4925], [0.7876, -4.5388, 1.7228], [1.7434, -3.9306, 1.9108], [-0.7436, -5.5742, 4.1217], [-2.1384, -4.4702, 4.3675], [-0.5836, -3.7825, 4.1097], [-1.8348, -3.7728, 1.9367], [-2.4815, -5.3753, 2.3510], [-0.6871, -5.2569, 0.4317], [-0.1968, -6.3622, 1.6951], [3.1853, -2.4813, -5.2585], [2.7025, -3.5299, -4.2477], [1.8414, -2.8912, -3.1706], [1.3507, -3.8066, -2.1480], [0.9722, -4.5202, -1.3356], [3.6211, -2.8791, -6.1715], [3.9947, -1.9197, -4.7786], [2.3636, -1.8028, -5.4860], [3.4913, -4.2064, -3.9233], [2.0543, -4.2021, -4.8270], [0.9640, -2.4384, -3.6399], [2.3706, -2.0701, -2.6765], [4.8395, -1.2853, -0.2047], [4.6336, -2.0680, 1.0888], [5.1470, -3.5170, 0.9521], [4.6527, -4.2305, -0.2421], [4.3181, -4.7854, -1.1886], [4.3989, -1.6799, -1.1207], [5.9126, -1.1511, -0.3697], [4.4291, -0.2766, -0.1264], [3.5688, -2.2103, 1.2825], [5.1059, -1.5658, 1.9274], [4.6603, -4.0996, 1.7422], [6.2327, -3.5891, 0.9531]],
  "forces_ev_per_angstrom": [[0.7, -0.2, -0.6], [-0.3, 0.0, -0.2], [-0.5, -0.9, -0.3], [0.0, 0.2, 0.3], [0.1, -0.1, -0.1], [-0.2, 0.0, 0.1], [-0.4, 0.0, 0.2], [0.0, 0.0, 0.2], [0.0, 0.2, 0.4], [0.2, 0.4, 0.0], [0.3, 0.4, 0.0], [0.0, 0.0, 0.0], [-0.2, -0.1, -0.5], [-0.5, 0.1, -0.9], [0.6, -1.1, 0.1], [-0.3, -0.3, 0.0], [0.3, 0.2, 0.1], [0.1, 0.0, -0.1], [0.0, 0.3, 0.3], [0.4, -0.2, 0.4], [-0.2, 0.5, 0.3], [0.0, 0.0, 0.1], [-0.2, 0.4, -0.1], [0.1, 0.0, 0.3], [0.1, 0.5, 0.0], [-0.1, 0.5, -0.5], [-0.4, -0.1, -0.2], [-0.3, -0.5, 0.0], [-0.3, -0.6, 0.5], [0.3, -0.3, -0.1], [0.3, 0.4, -0.1], [0.2, 0.4, 0.3], [-0.2, 0.1, 0.4], [-0.2, -0.4, -1.2], [0.6, 0.4, 1.0], [0.5, -0.2, 0.0], [-0.3, 0.1, -0.1], [0.1, 0.0, 0.0], [-0.1, -0.1, -0.2], [0.0, -0.2, 0.0], [0.1, 0.2, 0.0], [0.0, 0.2, 0.3], [-0.2, 0.2, -0.1], [-0.4, -0.2, -0.1], [0.3, 0.2, 0.0], [-0.1, 0.0, -0.1], [0.5, -0.4, 0.2], [0.2, 0.4, -0.3], [-0.1, -0.2, -0.1], [-0.2, 0.0, 0.0], [-0.1, 0.1, -0.2], [-0.3, 0.1, 0.1], [-0.1, 0.0, 0.0], [0.1, -0.3, 0.2], [0.0, 0.1, 0.0], [-0.1, -0.1, 0.2], [-0.8, 0.0, -0.4], [0.5, 0.5, 1.2], [0.0, 0.1, -0.3], [-0.1, -0.1, -0.3], [0.0, 0.0, 0.1], [0.0, 0.1, 0.4], [0.1, -0.2, 0.3], [0.4, -0.1, -0.3], [-0.2, -0.1, 0.0], [0.1, -0.2, -0.7], [0.2, 0.0, 0.0], [-0.1, 0.0, 0.2], [0.6, 0.2, 1.1], [-0.6, -0.8, -1.7], [0.1, 0.3, 0.2], [0.2, -0.1, 0.0], [-0.2, -0.1, 0.0], [-0.3, -0.3, 0.0], [-0.2, 0.3, -0.1], [0.1, 0.1, -0.2], [0.1, 0.4, 0.6], [-0.1, 0.0, 0.2], [0.0, 0.0, 0.0], [0.1, -0.1, 0.1], [0.5, 1.0, 0.2], [-0.7, -0.8, -1.4], [-0.8, -0.4, 0.1], [0.4, 0.7, 0.0], [-0.1, -0.1, -0.2], [0.0, -0.6, 0.2], [0.0, -0.1, -0.2], [0.1, -0.1, 0.1], [0.0, 0.4, 0.2], [0.0, -0.1, 0.1], [0.7, 0.1, 0.4], [0.0, -0.1, 0.2]],
  "mulliken_charge": [-0.53, 0.17, -0.40, 0.15, -0.57, 0.33, 0.19, 0.09, 0.25, 0.31, -0.29, 0.24, -0.80, 0.05, -1.03, 0.54, -0.79, 0.21, 0.31, 0.31, 0.32, 0.34, 0.30, 0.26, -0.14, -0.87, -0.14, -0.20, 0.25, 0.76, 0.18, 0.13, -1.04, -0.39, -0.42, 0.10, -0.36, 0.32, 0.37, 0.17, 0.25, 0.35, 0.31, 0.33, -1.06, -0.51, -0.23, 0.12, -0.37, 0.36, 0.25, 0.31, 0.34, 0.29, 0.24, 0.26, -1.37, 0.06, -0.53, 0.31, -0.41, 0.38, 0.43, 0.28, -0.17, 0.38, 0.25, 0.44, -1.27, -0.41, -0.12, -0.15, -0.32, 0.39, 0.29, 0.31, 0.37, 0.34, 0.40, 0.16, -0.99, 0.60, -0.71, 0.31, -0.50, 0.08, 0.39, 0.24, -0.47, 0.38, 0.32, 0.39],
  "smiles": "CN(C)C=O.CN(C)C=O.BrCCBr.CCCC#N.CCCC#N.CCCC#N.CCCC#N.CCCC#N",
  "charge": 0,
  "e_homo_ev": -8.928,
  "gap_ha": 0.342,
  "total_energy_ev": -184505.63636,
  "e_above_lowest_kcal_mol": 0.0
}



{
  "formula": "C28H53Cl32F3O3PS",
  "method": "the ωB97M-V functional and the def2-TZVPD basis",
  "species": ["C", "C", "P", "S", "C", "C", "C", "C", "C", "C", "O", "C", "C", "O", "C", "O", "C", "F", "F", "F", "H", "H", "H", "H", "H", "H", "H", "H", "H", "H", "H", "H", "H", "H", "H", "H", "H", "H", "H", "H", "H", "C", "Cl", "Cl", "H", "H", "C", "Cl", "Cl", "H", "H", "C", "Cl", "Cl", "H", "H", "C", "Cl", "Cl", "H", "H", "C", "Cl", "Cl", "H", "H", "C", "Cl", "Cl", "H", "H", "C", "Cl", "Cl", "H", "H", "C", "Cl", "Cl", "H", "H", "C", "Cl", "Cl", "H", "H", "C", "Cl", "Cl", "H", "H", "C", "Cl", "Cl", "H", "H", "C", "Cl", "Cl", "H", "H", "C", "Cl", "Cl", "H", "H", "C", "Cl", "Cl", "H", "H", "C", "Cl", "Cl", "H", "H", "C", "Cl", "Cl", "H", "H"],
  "xyz": [[-0.7938, -4.0991, 4.6340], [-0.1078, -3.1073, 4.5084], [0.8601, -1.4677, 4.1558], [-0.2508, -0.5426, 5.8388], [1.6359, 0.2352, 3.7601], [0.6578, 1.0656, 2.8394], [0.7429, 0.7110, 1.3011], [-0.6641, 1.0188, 0.5963], [-1.2716, -0.2248, -0.1556], [-2.0632, -1.2426, 0.7736], [-3.4380, -0.7921, 0.9353], [-3.8411, -0.8047, 2.2599], [-3.1013, -0.0246, 3.4100], [-4.8413, -1.4057, 2.5834], [1.8626, -2.3945, 2.8050], [0.9223, -2.8397, 1.7720], [1.5416, -3.3748, 0.7016], [2.4906, -2.5716, 0.1192], [0.5668, -3.5593, -0.2742], [2.1202, -4.6066, 0.9798], [-1.6223, -4.8191, 4.4796], [1.8884, -1.8263, 5.1014], [-0.2011, -1.1281, 3.2196], [-0.6759, -1.5417, 6.6915], [2.6968, 0.1929, 3.3910], [1.6811, 0.7912, 4.7421], [-0.3926, 1.0232, 3.2444], [0.9721, 2.1505, 2.9400], [1.5200, 1.3906, 0.8561], [1.0555, -0.3408, 1.0788], [-1.3747, 1.4539, 1.3502], [-0.4768, 1.8139, -0.1870], [-0.5312, -0.8289, -0.7579], [-2.0249, 0.1868, -0.9104], [-2.0933, -2.2311, 0.2227], [-1.5647, -1.4516, 1.7548], [-2.6067, 0.8623, 2.9325], [-2.2683, -0.6855, 3.7915], [-3.7886, 0.2594, 4.2312], [2.3032, -3.3186, 3.2911], [2.7280, -1.7997, 2.4161], [3.3790, -7.5728, 0.3782], [2.3876, -9.0252, 0.5731], [4.7924, -7.6112, 1.4384], [3.7143, -7.5124, -0.6536], [2.7805, -6.7010, 0.6230], [-0.6602, 0.3622, -4.2971], [-0.9143, 2.1021, -4.1120], [0.2343, -0.3006, -2.9284], [-1.6262, -0.1309, -4.3592], [-0.0943, 0.1827, -5.2086], [3.9492, 1.1158, -2.3326], [3.4625, 0.4528, -0.7736], [2.7570, 2.2692, -2.9507], [4.8999, 1.6284, -2.2189], [4.0492, 0.3006, -3.0445], [-0.3463, -6.4726, 0.4389], [-0.5007, -8.0112, -0.4228], [-1.4121, -6.4149, 1.8449], [0.6795, -6.3563, 0.7720], [-0.6089, -5.6633, -0.2357], [-2.3906, 4.4474, -7.3116], [-2.0166, 2.7358, -7.5313], [-1.5356, 5.1138, -5.9157], [-2.0867, 4.9913, -8.2021], [-3.4606, 4.5588, -7.1581], [1.5713, 1.3561, 8.5976], [2.4402, 1.4040, 7.0625], [0.0332, 2.2223, 8.4970], [1.3750, 0.3188, 8.8568], [2.1855, 1.8203, 9.3647], [-6.6234, 1.1698, 3.8000], [-8.1228, 1.9699, 3.3007], [-5.2044, 2.0192, 3.1816], [-6.5781, 1.1540, 4.8850], [-6.6181, 0.1529, 3.4133], [0.9420, 0.7410, -9.9161], [0.3753, 0.0649, -8.3849], [-0.2174, 1.9023, -10.5734], [1.8908, 1.2458, -9.7490], [1.0738, -0.0673, -10.6303], [5.8686, 3.4319, -4.5753], [6.6909, 3.2085, -3.0229], [6.8651, 2.8546, -5.9226], [4.9333, 2.8757, -4.5632], [5.6672, 4.4920, -4.7200], [-6.0555, 4.6579, 6.0738], [-5.9255, 3.0464, 6.7905], [-4.8450, 5.7569, 6.7428], [-5.9051, 4.5768, 5.0000], [-7.0455, 5.0558, 6.2802], [5.6541, 7.3701, -5.6049], [5.5415, 5.8118, -6.4353], [4.5827, 7.4265, -4.2018], [6.6783, 7.5182, -5.2732], [5.3718, 8.1589, -6.2967], [-4.9375, 0.1841, -3.3145], [-4.1760, -0.0913, -1.7444], [-3.9147, -0.3916, -4.6379], [-5.8835, -0.3501, -3.3449], [-5.1104, 1.2495, -3.4423], [3.7856, 3.7566, -9.4144], [3.6858, 2.2043, -10.2572], [2.7099, 3.8038, -8.0138], [4.8081, 3.9090, -9.0780], [3.5011, 4.5479, -10.1026], [4.9150, -0.5056, -6.4018], [4.4413, -1.1667, -4.8329], [3.7071, 0.6338, -7.0061], [5.8656, 0.0109, -6.2953], [5.0151, -1.3223, -7.1118], [0.3339, -9.5701, 3.4223], [-0.6560, -11.0247, 3.6150], [1.7470, -9.6099, 4.4831], [0.6713, -9.5082, 2.3914], [-0.2675, -8.6990, 3.6680], [-6.9611, 3.8367, 10.1988], [-7.2421, 5.5762, 10.3544], [-6.0405, 3.2094, 11.5712], [-7.9203, 3.3277, 10.1563], [-6.4029, 3.6515, 9.2851]],
  "forces_ev_per_angstrom": [[-1.4, -0.6, -0.7], [0.4, 0.1, 0.0], [0.8, -0.7, -0.7], [-1.0, 0.5, 1.5], [-0.5, 1.3, 0.8], [1.2, 0.4, 0.0], [-0.9, 0.8, 0.3], [1.1, -0.2, -0.8], [-1.1, 0.0, 0.5], [1.2, -0.1, -1.3], [0.6, -0.1, 1.8], [-0.8, 0.1, 1.6], [1.5, -0.7, -1.7], [0.1, 0.3, -0.8], [0.7, -0.9, 1.1], [1.8, -0.3, -1.6], [-1.5, 0.8, -0.1], [-0.7, -1.2, 0.7], [1.4, -0.2, 1.0], [-0.3, 1.3, -0.6], [1.3, 0.7, 0.5], [0.0, 0.0, -0.1], [0.0, -0.4, 0.3], [0.4, 0.4, -1.0], [-1.0, -0.1, 0.0], [0.1, -0.6, -1.0], [1.0, -0.3, -0.4], [-0.5, -1.0, -0.2], [-0.7, -0.8, 0.4], [-0.3, 0.8, 0.4], [0.5, -0.5, -0.8], [-0.3, -0.7, 0.8], [-0.7, 0.9, 1.1], [1.2, -0.8, 1.1], [-0.2, 1.0, 0.6], [-0.4, 0.4, -0.8], [-0.5, -0.6, 0.8], [-0.9, 0.7, -0.2], [0.6, -0.5, -0.8], [-0.6, 0.9, -0.5], [-1.0, -0.4, -0.2], [0.0, 0.1, -0.1], [0.4, -0.1, -0.1], [0.0, 0.1, 0.0], [0.0, -0.1, 0.1], [0.1, -0.1, 0.1], [0.1, -0.2, -0.2], [-0.1, 0.0, 0.0], [0.3, -0.1, -0.5], [0.3, 0.2, 0.2], [0.1, 0.2, 0.1], [0.2, -0.2, 0.0], [0.1, -0.1, -0.1], [0.0, 0.1, -0.1], [-0.2, 0.0, 0.1], [-0.2, 0.3, 0.2], [0.0, 0.1, 0.0], [-0.3, 0.1, -0.2], [0.0, 0.0, 0.0], [-0.2, -0.1, 0.1], [-0.1, -0.1, 0.1], [-0.1, 0.0, -0.1], [-0.1, 0.0, -0.1], [0.0, 0.2, 0.0], [0.1, -0.1, 0.1], [0.1, -0.1, 0.1], [0.1, -0.1, 0.0], [0.2, 0.1, 0.3], [0.0, 0.0, 0.1], [-0.1, 0.1, -0.2], [-0.1, 0.1, -0.1], [0.1, -0.3, 0.0], [-0.1, 0.0, 0.1], [-0.5, 0.6, -0.1], [0.0, 0.2, -0.1], [0.1, 0.1, -0.1], [0.0, -0.1, 0.1], [0.0, -0.1, 0.0], [0.1, 0.0, -0.2], [-0.8, -0.3, 0.2], [-0.2, 0.0, 0.1], [-0.2, -0.1, 0.3], [0.1, 0.1, 0.0], [-0.1, 0.0, 0.0], [0.1, -0.1, 0.0], [0.2, -0.6, 0.3], [-0.1, 0.2, -0.2], [0.0, -0.1, -0.1], [-0.1, 0.0, 0.0], [0.1, -0.1, 0.1], [0.1, -0.1, 0.1], [0.0, 0.3, 0.0], [0.0, 0.7, -0.7], [0.1, 0.0, 0.0], [-0.1, -0.1, 0.0], [-0.1, -0.1, 0.0], [-0.2, 0.1, 0.4], [-0.6, 0.0, -0.4], [-0.4, -0.1, -0.3], [0.2, -0.1, 0.0], [0.2, -0.1, 0.0], [0.1, 0.3, 0.1], [0.9, 0.4, -0.3], [0.0, 0.1, -0.1], [-0.1, -0.2, 0.0], [-0.1, -0.2, 0.0], [0.2, 0.0, -0.1], [0.1, -0.3, -0.2], [0.1, 0.0, 0.0], [-0.1, 0.0, 0.1], [-0.1, 0.0, 0.1], [0.0, 0.2, -0.1], [-0.1, 0.0, -0.1], [0.0, 0.1, -0.1], [0.0, -0.1, 0.2], [0.0, -0.1, 0.1], [0.0, -0.1, -0.1], [-0.1, 0.0, -0.1], [0.0, -0.1, 0.0], [0.1, 0.1, 0.1], [0.0, 0.1, 0.2]],
  "mulliken_charge": [-0.25, -0.69, 1.68, -0.39, -0.88, -0.55, 0.84, -1.20, 0.83, 0.36, -0.19, 0.68, -0.27, -0.64, -1.32, -0.04, 0.73, -0.26, -0.25, -0.29, 0.29, 0.11, -0.92, 0.16, 0.43, -0.33, -0.05, 0.53, 0.53, -0.71, 0.50, 0.23, -0.53, -0.10, 0.16, -0.28, 0.27, -0.14, 0.10, 0.43, 0.35, 0.82, -0.15, -0.18, 0.31, -0.72, 0.25, -0.11, -0.05, -0.21, 0.14, 0.61, -0.11, -0.14, 0.05, -0.36, 0.55, -0.17, -0.15, -0.55, 0.27, -0.33, -0.09, -0.15, 0.26, 0.30, -0.31, -0.12, -0.14, 0.23, 0.33, -0.14, -0.20, -0.14, 0.17, 0.31, 0.57, -0.11, -0.17, -0.70, 0.36, 0.87, -0.22, -0.18, -0.09, -0.40, -0.22, -0.20, -0.15, 0.25, 0.30, -0.35, -0.08, -0.14, 0.29, 0.29, -0.40, 0.01, -0.19, 0.33, 0.28, -0.28, -0.16, -0.08, 0.20, 0.36, -0.43, -0.18, -0.01, 0.23, 0.37, 0.41, -0.19, -0.16, -0.19, 0.12, 0.21, -0.17, -0.16, 0.27, -0.14],
  "charge": -1,
  "e_homo_ev": -5.192,
  "gap_ha": 0.234,
  "total_energy_ev": -465029.29036
}